Record 1
{"formula": "C40H41Br2N6O3OsP", "method": "the ωB97M-V functional and the def2-TZVPD basis", "symbols": ["Os", "C", "O", "C", "C", "C", "C", "C", "C", "N", "N", "C", "C", "C", "C", "O", "C", "N", "C", "C", "C", "C", "H", "H", "H", "H", "H", "H", "H", "H", "H", "H", "H", "H", "Br", "C", "C", "C", "Br", "C", "C", "C", "C", "N", "C", "C", "O", "H", "H", "H", "H", "N", "C", "C", "C", "C", "N", "C", "C", "H", "H", "H", "H", "C", "C", "C", "P", "C", "C", "C", "C", "C", "C", "H", "H", "H", "H", "H", "H", "H", "H", "H", "H", "H", "H", "H", "H", "H", "H", "H", "H", "H", "H", "H"], "xyz": [[-0.676, -0.202, -0.093], [-2.426, -5.249, 9.289], [-2.075, -4.094, 8.508], [-0.972, -4.118, 7.780], [-0.678, -2.917, 7.094], [0.438, -2.823, 6.314], [1.293, -3.939, 6.198], [1.019, -5.117, 6.907], [-0.113, -5.221, 7.682], [2.479, -3.949, 5.486], [2.875, -3.057, 4.747], [2.320, -2.222, 3.846], [2.994, -0.999, 3.615], [2.592, -0.105, 2.662], [1.498, -0.419, 1.832], [1.123, 0.308, 0.858], [0.797, -1.665, 2.043], [-0.222, -1.903, 1.164], [-0.735, -3.124, 1.127], [-0.333, -4.135, 2.003], [0.618, -3.874, 2.954], [1.223, -2.603, 2.988], [-3.338, -4.981, 9.808], [-1.639, -5.469, 10.010], [-2.607, -6.108, 8.643], [-1.347, -2.079, 7.231], [0.674, -1.889, 5.822], [1.720, -5.938, 6.833], [-0.314, -6.134, 8.221], [3.856, -0.789, 4.235], [3.120, 0.824, 2.496], [-1.462, -3.318, 0.357], [-0.781, -5.115, 1.914], [0.932, -4.655, 3.631], [0.437, 2.511, -3.980], [0.245, 3.217, -2.251], [0.604, 4.562, -2.023], [0.470, 5.114, -0.785], [0.968, 6.911, -0.526], [-0.046, 4.352, 0.298], [-0.238, 4.841, 1.609], [-0.765, 4.021, 2.567], [-1.110, 2.704, 2.217], [-0.943, 2.214, 1.013], [-0.405, 3.011, 0.055], [-0.237, 2.437, -1.237], [-0.598, 1.155, -1.444], [0.986, 5.148, -2.847], [0.031, 5.863, 1.838], [-0.926, 4.368, 3.577], [-1.545, 2.042, 2.960], [2.116, -4.253, -6.221], [1.719, -3.655, -5.326], [1.219, -2.912, -4.200], [0.404, -1.803, -4.392], [-0.057, -1.123, -3.279], [0.236, -1.496, -2.031], [1.033, -2.554, -1.857], [1.549, -3.292, -2.903], [0.137, -1.472, -5.385], [-0.663, -0.232, -3.383], [1.275, -2.818, -0.834], [2.197, -4.136, -2.717], [-4.915, -0.037, -2.517], [-3.586, 0.388, -1.889], [-3.571, 1.909, -1.693], [-3.086, -0.477, -0.333], [-3.702, -2.215, -0.345], [-5.212, -2.468, -0.268], [-3.069, -2.992, -1.503], [-3.858, 0.396, 1.093], [-3.509, -0.328, 2.396], [-5.357, 0.701, 1.019], [-5.079, 0.570, -3.409], [-5.759, 0.136, -1.849], [-4.929, -1.079, -2.829], [-2.781, 0.130, -2.584], [-4.466, 2.245, -1.172], [-3.568, 2.391, -2.671], [-2.704, 2.267, -1.143], [-3.306, -2.602, 0.596], [-5.776, -1.967, -1.049], [-5.625, -2.178, 0.696], [-5.383, -3.541, -0.379], [-3.524, -2.718, -2.455], [-3.234, -4.062, -1.369], [-1.995, -2.817, -1.595], [-3.326, 1.350, 1.084], [-3.995, -1.305, 2.458], [-3.859, 0.257, 3.248], [-2.431, -0.477, 2.512], [-5.973, -0.193, 1.013], [-5.619, 1.296, 0.147], [-5.635, 1.281, 1.901]], "forces_ev_per_angstrom": [[-0.26, -0.19, 0.19], [0.03, 0.06, -0.01], [-0.04, -0.05, 0.02], [-0.02, 0.01, 0.02], [0.01, 0.00, -0.02], [-0.03, 0.00, 0.03], [0.08, -0.07, -0.05], [-0.01, 0.02, 0.01], [0.02, 0.00, -0.01], [0.00, 0.14, 0.01], [-0.10, -0.11, -0.03], [0.10, 0.05, 0.05], [0.02, -0.03, 0.05], [-0.02, -0.02, -0.02], [0.02, 0.04, 0.00], [0.10, 0.13, -0.17], [0.00, -0.05, 0.04], [0.03, 0.02, -0.01], [-0.05, 0.03, 0.02], [-0.02, -0.02, -0.04], [0.04, -0.01, 0.02], [-0.03, 0.01, -0.03], [-0.01, 0.01, 0.01], [-0.01, -0.01, 0.01], [0.01, 0.00, -0.02], [0.00, -0.01, 0.00], [0.01, 0.00, 0.00], [0.00, 0.01, 0.00], [0.00, 0.00, -0.01], [0.00, 0.00, -0.01], [0.00, -0.02, 0.00], [-0.11, 0.00, 0.03], [0.01, 0.01, 0.01], [0.00, 0.01, 0.01], [0.00, -0.02, -0.03], [0.05, 0.15, 0.01], [-0.01, -0.05, -0.06], [0.00, 0.02, 0.01], [0.01, 0.01, 0.00], [0.00, 0.00, 0.01], [0.00, -0.01, 0.00], [0.00, 0.00, -0.01], [-0.01, 0.00, 0.00], [0.02, -0.10, -0.03], [-0.05, -0.02, 0.02], [-0.07, -0.17, 0.01], [0.07, 0.17, 0.04], [0.00, 0.00, 0.01], [-0.01, 0.00, 0.00], [0.00, 0.00, -0.01], [0.00, -0.01, -0.02], [-0.02, 0.03, 0.05], [0.02, -0.03, -0.04], [0.00, 0.00, -0.01], [0.00, 0.00, 0.00], [-0.05, 0.05, 0.04], [0.10, -0.04, 0.06], [-0.01, 0.01, 0.00], [0.01, 0.01, 0.00], [0.01, 0.00, 0.00], [0.02, -0.05, -0.01], [0.01, 0.00, -0.01], [-0.01, 0.00, -0.01], [-0.02, 0.01, 0.00], [-0.01, 0.02, -0.06], [0.00, 0.04, -0.01], [0.05, 0.11, -0.03], [0.00, -0.03, -0.02], [-0.02, 0.02, -0.02], [-0.03, 0.01, -0.08], [-0.04, -0.01, 0.01], [-0.02, -0.03, 0.01], [0.01, 0.01, -0.02], [0.01, 0.00, 0.00], [0.02, 0.01, -0.01], [0.02, 0.00, 0.00], [-0.02, 0.01, -0.01], [0.03, 0.00, -0.04], [0.02, 0.00, 0.00], [-0.04, -0.01, 0.01], [0.14, -0.06, 0.09], [0.01, -0.02, 0.02], [0.00, 0.01, 0.01], [0.00, 0.01, 0.01], [0.01, 0.01, 0.00], [-0.01, 0.00, 0.01], [0.00, 0.02, -0.02], [0.02, 0.02, 0.01], [0.00, 0.02, -0.01], [0.01, 0.00, -0.01], [0.04, 0.00, -0.02], [-0.01, -0.05, 0.02], [-0.01, -0.04, 0.02], [0.00, 0.00, -0.01]], "lowdin_spin": [2.33, 0.00, 0.02, 0.03, 0.00, 0.02, 0.04, 0.03, 0.00, 0.16, 0.25, 0.09, 0.04, 0.03, 0.09, 0.18, 0.05, 0.02, 0.02, 0.01, 0.02, 0.03, 0.00, 0.00, 0.00, 0.00, 0.00, 0.00, 0.00, 0.00, 0.00, 0.00, 0.00, 0.00, 0.01, 0.03, 0.00, 0.03, 0.01, 0.00, 0.00, 0.00, 0.01, 0.09, 0.01, 0.01, 0.18, 0.00, 0.00, 0.00, 0.00, 0.00, 0.00, 0.00, 0.00, 0.01, 0.10, 0.01, 0.00, 0.00, 0.00, 0.00, 0.00, 0.00, 0.01, 0.00, 0.03, 0.00, 0.00, 0.00, 0.00, 0.01, 0.00, 0.00, 0.00, 0.00, 0.00, 0.00, 0.00, 0.00, 0.00, 0.00, 0.00, 0.00, 0.00, 0.00, 0.00, 0.00, 0.00, 0.00, 0.01, 0.00, 0.00, 0.00], "orbital_gap_ev": [6.0, 5.3], "energy_ha": -7682.59855, "homo_energy_ev": [-12.517, -12.623], "spin_multiplicity": 5, "total_charge": 2}

=====

Record 2
{"formula": "C40H41Cl5NO3P2Ru", "method": "the ωB97M-V functional and the def2-TZVPD basis", "symbols": ["Ru", "Cl", "C", "C", "C", "Cl", "C", "Cl", "C", "Cl", "C", "Cl", "O", "N", "C", "C", "C", "C", "C", "C", "C", "P", "C", "C", "C", "C", "C", "C", "C", "C", "C", "C", "C", "C", "H", "H", "H", "H", "H", "H", "H", "H", "H", "H", "H", "H", "H", "H", "H", "H", "C", "C", "C", "O", "H", "H", "H", "H", "H", "H", "C", "P", "C", "C", "C", "C", "C", "C", "C", "H", "H", "H", "H", "H", "H", "H", "H", "H", "H", "H", "C", "C", "C", "O", "C", "H", "H", "H", "H", "H", "H", "H", "H"], "xyz": [[0.243, -0.565, 0.572], [-0.681, 0.743, 3.805], [0.862, -0.003, 3.551], [1.237, -0.550, 2.319], [2.566, -0.966, 2.211], [3.098, -1.574, 0.679], [3.488, -0.880, 3.245], [5.110, -1.358, 2.997], [3.072, -0.383, 4.478], [4.174, -0.293, 5.778], [1.760, 0.056, 4.629], [1.261, 0.700, 6.132], [-0.745, -2.563, 2.431], [-1.224, -1.342, 1.911], [-2.500, -1.403, 2.013], [-3.431, -0.312, 1.797], [-4.710, -0.483, 2.330], [-5.636, 0.544, 2.265], [-5.291, 1.737, 1.645], [-4.027, 1.901, 1.094], [-3.082, 0.886, 1.181], [-1.499, 1.117, 0.340], [-2.129, 1.110, -1.371], [-2.382, -0.134, -1.953], [-3.036, -0.221, -3.172], [-3.424, 0.937, -3.835], [-3.166, 2.177, -3.269], [-2.534, 2.267, -2.035], [-1.003, 2.825, 0.681], [-0.253, 3.511, -0.277], [0.140, 4.819, -0.059], [-0.204, 5.456, 1.129], [-0.933, 4.778, 2.094], [-1.327, 3.464, 1.875], [-0.029, -2.292, 3.029], [-2.901, -2.321, 2.431], [-4.968, -1.419, 2.809], [-6.623, 0.411, 2.688], [-6.009, 2.544, 1.583], [-3.785, 2.830, 0.594], [-2.077, -1.043, -1.445], [-3.251, -1.191, -3.603], [-3.938, 0.871, -4.785], [-3.468, 3.081, -3.782], [-2.370, 3.241, -1.595], [0.021, 3.019, -1.200], [0.714, 5.345, -0.811], [0.099, 6.480, 1.301], [-1.206, 5.273, 3.016], [-1.894, 2.951, 2.637], [0.165, -1.102, -3.837], [0.494, -0.049, -2.833], [0.666, 1.338, -3.348], [0.631, -0.324, -1.639], [-0.697, -0.780, -4.423], [-0.027, -2.063, -3.370], [1.001, -1.198, -4.536], [1.282, 1.338, -4.249], [1.101, 1.989, -2.598], [-0.323, 1.711, -3.632], [-1.305, -3.717, -0.210], [0.380, -3.039, 0.025], [1.169, -4.096, 1.314], [1.303, -3.628, -1.434], [1.093, -4.951, -1.834], [1.826, -5.496, -2.875], [2.786, -4.732, -3.526], [3.013, -3.424, -3.127], [2.274, -2.874, -2.088], [-1.483, -4.543, 0.475], [-1.420, -4.067, -1.235], [-2.059, -2.953, -0.030], [0.447, -4.813, 1.701], [1.550, -3.503, 2.140], [2.005, -4.630, 0.868], [0.365, -5.573, -1.325], [1.654, -6.522, -3.174], [3.361, -5.161, -4.336], [3.770, -2.830, -3.624], [2.460, -1.854, -1.789], [4.083, 1.850, 0.249], [3.580, 2.779, 1.354], [2.133, 2.343, 1.575], [1.762, 1.477, 0.452], [2.821, 1.571, -0.534], [4.484, 0.924, 0.664], [4.852, 2.310, -0.369], [3.624, 3.818, 1.029], [4.165, 2.687, 2.267], [1.449, 3.187, 1.600], [2.013, 1.779, 2.491], [2.599, 2.399, -1.215], [2.844, 0.642, -1.097]], "forces_ev_per_angstrom": [[-1.09, -0.09, 0.33], [0.01, 0.00, -0.12], [0.14, -0.10, 0.12], [0.20, 0.30, 0.28], [-0.09, 0.00, 0.10], [0.19, 0.08, 0.00], [0.01, -0.05, -0.13], [0.04, -0.02, 0.04], [0.09, 0.03, 0.12], [-0.01, 0.00, -0.02], [-0.14, 0.00, -0.02], [0.02, 0.01, 0.05], [0.08, -0.01, 0.34], [0.15, -1.47, -0.95], [-0.21, 0.90, 0.12], [0.04, -0.34, -0.13], [-0.10, -0.01, -0.03], [0.02, -0.04, -0.02], [0.02, 0.01, -0.02], [-0.07, -0.01, 0.10], [0.02, 0.23, 0.10], [0.50, 0.47, -0.35], [-0.01, -0.04, -0.07], [-0.13, 0.05, 0.02], [-0.04, 0.01, 0.04], [-0.01, -0.01, -0.02], [0.01, 0.01, 0.02], [-0.04, -0.04, 0.00], [-0.07, 0.05, -0.08], [-0.03, 0.01, 0.01], [0.02, -0.02, 0.02], [0.03, 0.02, 0.01], [0.00, -0.03, 0.00], [-0.02, 0.03, -0.03], [0.06, -0.04, -0.02], [0.05, 0.10, 0.24], [0.00, 0.02, -0.01], [0.02, 0.01, 0.00], [-0.01, -0.02, -0.01], [0.02, 0.02, 0.01], [-0.02, -0.02, 0.01], [0.02, 0.01, 0.00], [0.02, 0.00, 0.01], [-0.01, -0.01, 0.02], [0.00, 0.00, -0.01], [-0.02, 0.02, 0.00], [-0.02, 0.00, 0.00], [-0.01, -0.01, -0.01], [0.02, -0.02, 0.00], [-0.07, 0.00, 0.00], [-0.08, 0.02, -0.03], [0.05, -0.18, 0.05], [0.11, 0.02, -0.02], [-0.26, 0.15, 0.00], [0.05, 0.01, -0.03], [-0.01, -0.01, 0.01], [0.02, -0.02, 0.03], [-0.03, 0.00, -0.01], [-0.01, -0.01, -0.02], [0.01, -0.02, -0.02], [-0.02, 0.02, -0.12], [0.41, 0.03, 0.39], [0.03, -0.06, -0.08], [-0.03, 0.18, -0.19], [-0.02, 0.03, -0.01], [0.00, 0.00, -0.01], [0.00, -0.04, -0.02], [-0.02, 0.02, 0.03], [0.02, -0.14, 0.00], [0.00, -0.01, -0.02], [-0.01, -0.01, 0.01], [0.00, 0.00, 0.01], [-0.01, 0.02, 0.00], [0.04, 0.00, 0.01], [-0.01, -0.01, 0.00], [0.00, 0.01, -0.02], [0.00, 0.01, 0.00], [-0.01, 0.01, 0.01], [-0.01, -0.01, 0.01], [0.00, 0.03, -0.05], [0.03, -0.04, 0.02], [0.03, 0.02, -0.02], [-0.05, 0.00, -0.09], [0.33, -0.05, 0.00], [-0.08, 0.05, 0.06], [0.00, 0.01, 0.00], [0.02, -0.02, 0.01], [-0.01, 0.00, -0.01], [0.01, 0.04, -0.01], [-0.03, 0.00, -0.02], [0.02, -0.07, 0.02], [-0.01, 0.04, 0.04], [-0.01, -0.02, -0.02]], "lowdin_spin": [0.77, 0.00, 0.01, -0.01, 0.01, 0.05, 0.00, 0.00, 0.01, 0.00, 0.00, 0.00, 0.00, -0.01, 0.00, 0.00, 0.00, 0.00, 0.00, 0.00, 0.00, 0.04, 0.00, 0.00, 0.00, 0.00, 0.00, 0.00, 0.01, 0.01, 0.00, 0.01, 0.00, 0.01, 0.00, 0.00, 0.00, 0.00, 0.00, 0.00, 0.00, 0.00, 0.00, 0.00, 0.00, 0.00, 0.00, 0.00, 0.00, 0.00, 0.00, 0.00, 0.00, 0.00, 0.00, 0.00, 0.00, 0.00, 0.00, 0.00, -0.01, 0.04, 0.01, 0.01, 0.00, 0.00, 0.00, 0.00, 0.00, 0.00, 0.00, 0.00, 0.00, 0.00, 0.00, 0.00, 0.00, 0.00, 0.00, 0.00, 0.00, 0.00, 0.00, 0.02, 0.00, 0.00, 0.00, 0.00, 0.00, 0.00, 0.00, 0.00, 0.00], "e_above_lowest_kj_mol": 142.23, "orbital_gap_ev": [7.2, 7.3], "energy_ha": -4907.31127, "homo_energy_ev": [-13.292, -13.762], "spin_multiplicity": 2, "total_charge": 2}